A cluster of 2 separate species, C3HFNO2 in total in a non-equilibrium geometry. Source: OMol25; level of theory: wB97M-V/def2-TZVPD.

For the energy above the lowest of the compared OMol25 structures with the same formula, charge and spin, the calculation gives 2.7609 eV.

The geometry in ORCA input format:
```
! wB97M-V def2-TZVPD RIJCOSX def2/J DEFGRID3
* xyz -1 1
C -1.09 1.78 -1.01
C 1.20 -0.86 0.05
C -0.12 -0.25 0.53
N -1.84 2.28 -1.70
O 1.59 -0.94 -1.08
O 1.65 -1.32 1.11
F -1.07 -1.17 0.67
H -0.32 0.48 1.43
*
```

A structure of composition C3HFO2Tl in a non-equilibrium geometry. Source: OMol25; level of theory: wB97M-V/def2-TZVPD.

For the energy above the lowest of the compared OMol25 structures with the same formula, charge and spin, the calculation gives 0.0000 eV.

The geometry in ORCA input format:
```
! wB97M-V def2-TZVPD RIJCOSX def2/J DEFGRID3
* xyz 3 1
H 1.73 -1.42 -0.29
O 0.52 0.99 -0.61
O -0.15 -0.68 0.59
C 1.03 -0.01 -1.31
C 0.60 -1.22 -0.56
C -0.20 0.57 0.50
F -0.09 -2.13 -1.19
Tl -1.20 1.92 1.83
*
```

A cluster of 2 separate species, C3HFO3 in total in a non-equilibrium geometry. Source: OMol25; level of theory: wB97M-V/def2-TZVPD.

Its SMILES is O=C=CF.O=C=O. For the energy above the lowest of the compared OMol25 structures with the same formula, charge and spin, the calculation gives 0.6335 eV.

The geometry in ORCA input format:
```
! wB97M-V def2-TZVPD RIJCOSX def2/J DEFGRID3
* xyz 0 1
C -1.22 -1.39 1.23
C 0.47 1.57 -0.46
C 0.88 0.35 -0.80
O -1.63 -1.41 2.31
O 0.04 2.63 -0.24
O -0.84 -1.38 0.15
F 1.08 0.07 -2.11
H 1.22 -0.45 -0.09
*
```

A structure of composition C3HHoO2 in a non-equilibrium geometry. Source: OMol25; level of theory: wB97M-V/def2-TZVPD.

For the energy above the lowest of the compared OMol25 structures with the same formula, charge and spin, the calculation gives 0.0000 eV.

The geometry in ORCA input format:
```
! wB97M-V def2-TZVPD RIJCOSX def2/J DEFGRID3
* xyz 2 5
O -1.13 -1.04 -0.15
O 0.91 -0.93 -0.95
C -0.04 -0.42 -0.29
Ho -0.40 -2.94 -1.57
C 0.46 1.77 1.12
C 0.17 0.84 0.40
H 0.03 2.73 1.45
*
```

A cluster of 3 separate species, C3HIN2O in total. Source: OMol25; level of theory: wB97M-V/def2-TZVPD.

For the energy above the lowest of the compared OMol25 structures with the same formula, charge and spin, the calculation gives 0.1045 eV.

The geometry in ORCA input format:
```
! wB97M-V def2-TZVPD RIJCOSX def2/J DEFGRID3
* xyz 0 1
C 2.33 -1.13 -0.72
C 1.17 -0.50 -0.31
C -0.24 3.34 0.62
N 3.28 -1.68 -1.02
N 0.20 -0.01 0.05
O -1.15 2.87 1.09
I -3.14 -0.91 -0.31
H -2.44 -1.98 0.61
*
```

A cluster of 2 separate species, C3HIO in total in a non-equilibrium geometry. Source: OMol25; level of theory: wB97M-V/def2-TZVPD.

For the energy above the lowest of the compared OMol25 structures with the same formula, charge and spin, the calculation gives 2.5068 eV.

The geometry in ORCA input format:
```
! wB97M-V def2-TZVPD RIJCOSX def2/J DEFGRID3
* xyz 0 1
C -1.85 0.47 -0.03
C -0.75 -0.04 0.21
C 1.32 -0.69 0.03
O 1.54 -1.79 0.02
I 2.44 1.04 0.05
H -2.71 1.01 -0.28
*
```

A structure of composition C3HIrO2 in a non-equilibrium geometry. Source: OMol25; level of theory: wB97M-V/def2-TZVPD.

For the energy above the lowest of the compared OMol25 structures with the same formula, charge and spin, the calculation gives 0.5256 eV.

The geometry in ORCA input format:
```
! wB97M-V def2-TZVPD RIJCOSX def2/J DEFGRID3
* xyz 2 5
C 1.11 0.04 -0.16
O 0.53 -1.04 -0.04
O 0.24 1.13 -0.05
C -1.07 0.83 0.11
C -1.58 -0.31 0.20
H -2.28 -1.10 -0.05
Ir 3.05 0.47 -0.01
*
```

A structure of composition C3HLiO4Yb in a non-equilibrium geometry. Source: OMol25; level of theory: wB97M-V/def2-TZVPD.

The geometry in ORCA input format:
```
! wB97M-V def2-TZVPD RIJCOSX def2/J DEFGRID3
* xyz 1 2
O -3.20 -0.72 0.37
C -2.14 -0.56 -0.12
O -1.26 -0.55 -0.87
Yb -5.67 -1.30 0.44
O 1.11 0.92 1.90
C 1.81 0.47 0.84
C 2.02 0.33 -0.36
O 2.34 0.21 -1.57
Li 3.28 -0.40 -2.90
H 1.72 1.60 2.28
*
```

The molecule C3HN in a non-equilibrium geometry. Source: OMol25; level of theory: wB97M-V/def2-TZVPD.

Its SMILES is C#CC#N. For the energy above the lowest of the compared OMol25 structures with the same formula, charge and spin, the calculation gives 1.9092 eV.

The geometry in ORCA input format:
```
! wB97M-V def2-TZVPD RIJCOSX def2/J DEFGRID3
* xyz 0 1
C -0.03 -0.14 -0.27
C -1.12 -0.04 0.20
C 1.33 -0.18 -0.68
N 1.93 0.34 0.19
H -2.11 0.02 0.57
*
```

The ion C3HN2O3S with charge +1 in a non-equilibrium geometry. Source: OMol25; level of theory: wB97M-V/def2-TZVPD.

For the energy above the lowest of the compared OMol25 structures with the same formula, charge and spin, the calculation gives 1.7328 eV.

The geometry in ORCA input format:
```
! wB97M-V def2-TZVPD RIJCOSX def2/J DEFGRID3
* xyz 1 1
C -2.39 0.85 -0.38
C 2.41 -0.05 0.00
C 0.65 0.07 0.53
N -2.63 1.71 -1.09
N 1.97 0.81 0.83
O -0.45 0.07 1.01
O -1.91 -1.68 -0.62
O 1.26 -0.76 -0.35
S -2.28 -0.83 0.40
H 3.37 -0.19 -0.31
*
```

The molecule C3HN3O in a non-equilibrium geometry. Source: OMol25; level of theory: wB97M-V/def2-TZVPD.

For the energy above the lowest of the compared OMol25 structures with the same formula, charge and spin, the calculation gives 1.0706 eV.

The geometry in ORCA input format:
```
! wB97M-V def2-TZVPD RIJCOSX def2/J DEFGRID3
* xyz 0 1
N 2.34 -0.24 0.75
C 1.51 -0.38 -0.05
C 0.10 -0.23 -0.19
C -0.53 1.09 -0.09
O -1.72 1.23 0.09
N -1.24 -2.14 0.53
N -0.62 -1.26 0.21
H 0.18 1.93 -0.21
*
```

The molecule C3HN3O2 in a non-equilibrium geometry. Source: OMol25; level of theory: wB97M-V/def2-TZVPD.

For the energy above the lowest of the compared OMol25 structures with the same formula, charge and spin, the calculation gives 2.4504 eV.

The geometry in ORCA input format:
```
! wB97M-V def2-TZVPD RIJCOSX def2/J DEFGRID3
* xyz 0 1
C -1.59 0.04 -0.01
C -0.91 -1.09 0.01
C 2.19 0.20 -0.02
N -1.03 1.29 0.03
N 0.17 1.50 0.05
N 1.01 0.43 0.01
O 3.25 -0.25 -0.07
O -0.42 -2.14 0.05
H -2.67 0.02 -0.03
*
```

A structure of composition C3HN3O2S in a non-equilibrium geometry. Source: OMol25; level of theory: wB97M-V/def2-TZVPD.

For the energy above the lowest of the compared OMol25 structures with the same formula, charge and spin, the calculation gives 1.7983 eV.

The geometry in ORCA input format:
```
! wB97M-V def2-TZVPD RIJCOSX def2/J DEFGRID3
* xyz 0 1
C 2.19 -1.10 0.13
C 1.54 0.10 0.07
C -0.47 0.18 -0.01
N 2.62 -2.16 0.19
N 1.72 1.33 0.04
N -0.57 1.42 -0.03
O 0.65 2.10 -0.01
O -2.90 -0.60 -0.51
S -1.44 -1.18 -0.05
H -3.35 -0.10 0.18
*
```

The molecule C3HN3S3 in a non-equilibrium geometry. Source: OMol25; level of theory: wB97M-V/def2-TZVPD.

For the energy above the lowest of the compared OMol25 structures with the same formula, charge and spin, the calculation gives 0.5965 eV.

The geometry in ORCA input format:
```
! wB97M-V def2-TZVPD RIJCOSX def2/J DEFGRID3
* xyz 0 1
C 0.59 1.13 0.02
C 1.33 -1.27 -0.05
C -0.75 0.92 -0.08
N 0.22 -1.72 0.06
N -1.05 -1.48 -0.07
N -1.43 -0.22 -0.09
S 2.07 1.70 -0.05
S 2.90 -1.33 0.01
S -1.47 2.52 0.10
H -2.41 -0.27 0.16
*
```

The molecule C3HNO2 in a non-equilibrium geometry. Source: OMol25; level of theory: wB97M-V/def2-TZVPD.

Its SMILES is N#CC(=O)C=O. For the energy above the lowest of the compared OMol25 structures with the same formula, charge and spin, the calculation gives 0.0004 eV.

The geometry in ORCA input format:
```
! wB97M-V def2-TZVPD RIJCOSX def2/J DEFGRID3
* xyz 0 1
O -0.79 0.52 -1.56
C 0.13 -0.11 -1.13
C 0.34 -0.31 0.38
O 1.18 -1.06 0.80
C -0.54 0.47 1.26
N -1.20 1.09 1.99
H 0.90 -0.61 -1.74
*
```

The molecule C3HNO3 in a non-equilibrium geometry. Source: OMol25; level of theory: wB97M-V/def2-TZVPD.

Its SMILES is O=Cn1c(=O)c1=O. For the energy above the lowest of the compared OMol25 structures with the same formula, charge and spin, the calculation gives 2.0178 eV.

The geometry in ORCA input format:
```
! wB97M-V def2-TZVPD RIJCOSX def2/J DEFGRID3
* xyz 0 1
C 1.23 -0.01 -0.26
C 0.82 1.29 0.19
C -1.39 -0.82 0.05
N -0.05 0.19 0.10
O 1.99 -0.87 -0.67
O 0.76 2.41 0.56
O -2.48 -0.44 -0.03
H -0.88 -1.75 0.05
*
```

A structure of composition C3HO2Zn in a non-equilibrium geometry. Source: OMol25; level of theory: wB97M-V/def2-TZVPD.

For the energy above the lowest of the compared OMol25 structures with the same formula, charge and spin, the calculation gives 0.2055 eV.

The geometry in ORCA input format:
```
! wB97M-V def2-TZVPD RIJCOSX def2/J DEFGRID3
* xyz 1 1
C -0.28 0.51 -1.45
H -0.70 1.00 -2.32
C 0.27 -0.07 -0.53
O 1.06 -1.87 0.79
C 0.55 -0.77 0.76
Zn -0.91 1.33 1.03
O 0.01 -0.12 1.73
*
```

A cluster of 2 separate species, C3HO4 in total in a non-equilibrium geometry. Source: OMol25; level of theory: wB97M-V/def2-TZVPD.

For the energy above the lowest of the compared OMol25 structures with the same formula, charge and spin, the calculation gives 2.0568 eV.

The geometry in ORCA input format:
```
! wB97M-V def2-TZVPD RIJCOSX def2/J DEFGRID3
* xyz -1 1
C -0.43 -1.33 -0.15
C 0.85 1.03 -0.05
C -0.38 0.12 0.08
O 0.63 2.12 -0.48
O -0.51 -2.31 -0.81
O 1.91 0.48 0.35
O -0.34 -0.99 1.15
H -1.73 0.88 -0.08
*
```

A cluster of 2 separate species, C3HO6 in total in a non-equilibrium geometry. Source: OMol25; level of theory: wB97M-V/def2-TZVPD.

The geometry in ORCA input format:
```
! wB97M-V def2-TZVPD RIJCOSX def2/J DEFGRID3
* xyz -1 3
C 2.13 0.54 0.32
C -0.69 -1.01 -0.08
C -0.64 0.59 -0.21
O -1.97 -1.37 0.12
O 2.71 0.74 -0.66
O 0.28 -1.69 -0.40
O 0.40 1.19 -0.29
O 2.02 0.36 1.46
O -1.82 1.05 -0.16
H -2.42 -0.39 -0.10
*
```

The ion C3HOS3 with charge -1 in a non-equilibrium geometry. Source: OMol25; level of theory: wB97M-V/def2-TZVPD.

Its SMILES is O=C1S[C@]1([S-])C=S. For the energy above the lowest of the compared OMol25 structures with the same formula, charge and spin, the calculation gives 0.1228 eV.

The geometry in ORCA input format:
```
! wB97M-V def2-TZVPD RIJCOSX def2/J DEFGRID3
* xyz -1 1
C -0.60 0.14 -1.00
C -0.17 -0.49 0.21
C 0.64 0.37 1.13
O 0.63 0.88 2.17
S 1.93 -0.13 0.20
S -0.64 1.75 -1.24
S -0.82 -2.04 0.40
H -0.96 -0.48 -1.87
*
```

| no. | E (a.u.) |
| --- | --- |
| 1 | -419.964602 |
| 2 | -536.022902 |
| 3 | -440.461853 |
| 4 | -1212.625820 |
| 5 | -597.301417 |
| 6 | -487.669050 |
| 7 | -368.593531 |
| 8 | -1581.746778 |
| 9 | -169.511512 |
| 10 | -847.856187 |
| 11 | -354.327670 |
| 12 | -429.562426 |
| 13 | -827.653693 |
| 14 | -1473.546681 |
| 15 | -320.099261 |
| 16 | -395.303297 |
| 17 | -2044.302371 |
| 18 | -415.857270 |
| 19 | -566.340755 |
| 20 | -1384.728310 |